[1]
Formula: C19H39N2O3S
Source: OMol25
Level of theory: wB97M-V/def2-TZVPD

Geometry as XYZ:
```
64
Properties=species:S:1:pos:R:3:forces:R:3
C 3.2148 3.7606 -0.0636 -0.359 -0.343 -0.015
C 3.0245 2.2985 0.2771 -0.232 0.338 -0.303
C 1.8905 1.6313 -0.1462 -0.048 0.911 -0.275
C 1.7008 0.3052 0.1485 -0.981 -0.389 -0.624
C 2.6270 -0.4399 0.8409 0.670 -0.863 0.344
C 2.4653 -1.9194 1.1714 -0.704 -0.082 0.038
C 0.9753 -2.3228 1.0951 0.578 0.330 0.227
C 3.3868 -2.8396 0.3593 0.505 -0.033 -0.080
C 3.7766 0.2281 1.2385 -0.366 -0.599 -0.197
O 4.7311 -0.5553 1.9197 0.014 0.838 0.405
C 5.3086 0.0798 2.9908 0.675 -1.326 -0.858
S 4.0949 0.3961 4.3593 1.111 0.794 1.068
C 3.9577 1.5600 0.9773 1.157 0.974 0.501
H 3.9094 3.8788 -0.9015 0.086 0.049 0.285
H 2.2511 4.1534 -0.4037 0.206 0.105 0.122
H 3.5411 4.3315 0.8105 0.108 0.013 -0.256
H 1.1719 2.2128 -0.7211 -0.122 -0.340 0.087
H 0.7852 -0.1517 -0.2178 0.161 -0.095 0.171
H 2.7512 -2.0430 2.2298 -0.033 0.038 -0.178
H 0.8557 -3.2975 1.5769 -0.160 0.120 -0.203
H 0.5849 -2.3496 0.0740 0.096 -0.157 0.132
H 0.4104 -1.5604 1.6452 -0.178 -0.351 -0.049
H 3.4700 -2.5423 -0.6924 -0.245 -0.033 0.153
H 3.0698 -3.8874 0.3990 -0.165 0.239 0.016
H 4.4072 -2.8236 0.7616 -0.171 0.100 -0.095
H 6.0386 -0.6157 3.4240 -0.278 0.118 0.159
H 5.8586 0.9944 2.7451 -0.545 0.260 0.411
H 3.3116 1.3836 3.8582 -0.430 -0.774 -0.283
H 3.3961 -0.7615 4.4361 -0.364 0.422 -0.666
H 4.8494 2.0945 1.3096 -0.018 -0.225 -0.107
C -4.7776 -3.9764 2.2951 -0.100 -0.007 0.180
C -3.2577 -4.0910 2.2438 -0.258 0.070 -0.297
C -2.5509 -2.7563 1.9541 0.187 -0.143 0.149
O -2.5954 -2.3474 0.5985 -0.023 0.197 0.177
C -3.7854 -1.6785 0.2132 0.101 -0.092 -0.247
N -2.8938 -5.1250 1.2706 0.266 0.178 0.051
H -5.2194 -3.8770 1.3039 0.067 0.017 -0.024
H -5.2059 -4.8706 2.7473 0.041 -0.019 -0.049
H -5.0875 -3.1189 2.8966 -0.002 0.007 -0.028
H -2.9239 -4.4231 3.2318 0.089 0.040 -0.021
H -1.4897 -2.8842 2.1823 0.001 -0.027 -0.066
H -2.9194 -1.9580 2.6124 -0.134 -0.006 -0.049
H -4.1869 -1.0631 1.0227 -0.025 -0.062 0.043
H -4.5387 -2.3920 -0.1253 -0.126 0.082 0.094
H -3.5432 -1.0301 -0.6294 0.059 -0.006 0.028
H -1.8884 -5.2726 1.3035 -0.040 -0.138 0.067
H -3.0515 -4.7410 0.3420 -0.123 -0.084 0.007
C -3.1963 2.5490 -4.3177 -0.092 -0.173 -0.046
C -1.7260 2.7946 -4.6413 -0.254 0.231 0.194
C -0.8054 2.7083 -3.4129 0.259 -0.074 -0.222
O -0.8409 3.8446 -2.5652 0.002 -0.267 0.193
C -1.9083 3.8614 -1.6329 0.082 0.285 -0.039
N -1.6014 4.0821 -5.3292 0.285 -0.076 0.128
H -3.6601 3.4023 -3.8229 0.066 0.024 0.011
H -3.7568 2.3685 -5.2347 0.035 0.055 -0.007
H -3.3172 1.6726 -3.6765 -0.001 0.021 0.014
H -1.4105 2.0089 -5.3342 0.097 0.013 0.037
H 0.2266 2.6477 -3.7714 0.002 0.082 0.015
H -0.9921 1.7918 -2.8358 -0.138 0.023 0.020
H -2.1534 2.8565 -1.2759 -0.041 -0.027 -0.071
H -2.7932 4.3321 -2.0647 -0.111 -0.134 0.070
H -1.5955 4.4666 -0.7812 0.054 -0.012 -0.024
H -0.6388 4.2045 -5.6325 -0.063 -0.027 -0.152
H -1.7314 4.8148 -4.6358 -0.132 0.012 -0.065
```
Positions in Å, forces in eV/Å.

Values from the calculation:
LUMO: -0.146 Ha
E: -1480.4146 Eh
net charge: +1

***

[2]
Formula: C19H39N2O7PS3
Source: OMol25
Level of theory: wB97M-V/def2-TZVPD

Geometry as XYZ:
```
71
Properties=species:S:1:pos:R:3:forces:R:3
C -0.8579 -4.0382 1.0800 0.064 0.123 0.120
C -0.5806 -2.9134 1.7249 -0.261 -0.310 -0.067
C -0.8816 -1.5201 1.2099 0.717 -0.031 0.302
C -1.0878 -1.5916 -0.2564 -0.265 -0.043 -0.018
N -1.2968 -1.6918 -1.3791 0.083 0.006 -0.107
O -1.9557 -0.9257 1.8855 -0.028 0.021 -0.121
C -3.2774 -1.3199 1.4941 -0.455 0.165 0.205
C -3.9134 -0.2495 0.6127 0.049 0.106 -0.048
C -4.2010 0.9925 1.4672 0.438 -0.027 0.013
C -5.1494 -0.7528 -0.1496 0.278 -0.016 -0.260
C -5.7585 0.3959 -0.9567 -0.272 -0.234 0.183
C -4.7865 -1.8714 -1.1349 0.099 0.235 0.118
C 0.3633 -0.5624 1.5015 -0.530 -0.083 -0.343
C 0.2966 0.0199 2.9212 -0.111 0.083 0.039
C 0.2490 0.5657 0.5697 -0.157 -0.266 0.153
N 0.0357 1.4147 -0.1673 0.102 0.320 -0.234
P 2.0191 -1.3009 1.1634 0.527 0.755 -0.337
O 2.9871 -0.2185 0.9270 -0.210 -0.083 0.241
O 2.3664 -2.2050 2.4223 -0.298 -0.203 0.092
O 1.8256 -2.2878 -0.0324 -0.178 0.164 0.443
H -0.5412 -4.9938 1.4743 -0.153 -0.013 0.162
H -1.3791 -4.0592 0.1320 0.143 0.102 -0.143
H -0.1034 -2.9555 2.6952 0.058 0.078 0.026
H -3.2930 -2.3173 1.0607 0.248 -0.053 -0.119
H -3.8465 -1.3766 2.4239 0.013 -0.088 0.075
H -3.1768 0.0477 -0.1406 0.087 -0.125 -0.058
H -5.2012 0.9779 1.8977 -0.111 -0.004 -0.024
H -4.0544 1.9038 0.8925 -0.268 0.120 -0.014
H -3.4869 1.0466 2.2894 0.025 -0.002 0.061
H -5.8812 -1.1343 0.5691 -0.053 0.067 0.114
H -5.9116 1.2930 -0.3641 0.016 0.087 0.006
H -6.7287 0.1095 -1.3625 -0.020 -0.055 -0.094
H -5.1008 0.6228 -1.7946 0.051 0.186 -0.038
H -4.1641 -2.6475 -0.6972 -0.113 -0.179 0.055
H -4.2023 -1.4389 -1.9470 0.024 -0.044 -0.120
H -5.6794 -2.3278 -1.5565 -0.059 -0.054 -0.039
H 1.2154 0.5620 3.1377 0.125 -0.102 0.088
H 0.0940 -0.7471 3.6637 0.189 -0.102 0.042
H -0.5161 0.7377 2.9698 -0.072 -0.006 0.024
H 2.6940 -1.6440 3.1389 0.141 -0.141 0.006
H 2.3833 -1.9526 -0.7817 0.354 -0.588 -0.430
C 1.5796 -1.5620 -3.9123 -0.037 0.060 0.029
S 2.8001 -2.7476 -3.3460 -0.206 -0.100 -0.271
O 3.4395 -2.1496 -2.1310 -0.011 0.288 0.185
C 3.9699 -2.5080 -4.6815 0.087 0.044 -0.009
H 0.7796 -1.5277 -3.1734 -0.013 -0.044 0.010
H 2.0424 -0.5796 -4.0038 0.048 -0.020 0.020
H 1.1776 -1.8915 -4.8699 -0.010 -0.028 0.009
H 4.2702 -1.4613 -4.7193 -0.030 0.004 0.040
H 3.5049 -2.8109 -5.6189 -0.016 -0.020 0.010
H 4.8359 -3.1352 -4.4819 -0.015 -0.020 0.029
C -1.8390 6.8339 -0.9237 0.045 0.067 0.025
S -2.6507 5.2826 -1.3329 0.032 -0.010 -0.023
O -3.7734 5.1175 -0.3714 -0.021 -0.010 0.047
C -1.3240 4.2142 -0.7729 -0.001 0.070 -0.002
H -2.5282 7.6423 -1.1579 -0.028 -0.022 -0.012
H -1.5997 6.8484 0.1396 -0.024 -0.038 0.005
H -0.9344 6.9375 -1.5230 -0.005 -0.004 -0.011
H -1.1177 4.4069 0.2798 -0.038 0.015 0.004
H -0.4335 4.3876 -1.3763 0.001 -0.027 -0.015
H -1.6458 3.1858 -0.8988 -0.020 -0.025 -0.024
C 5.6782 1.0230 1.5673 0.132 0.217 -0.062
S 6.8033 -0.1184 2.3646 -0.037 -0.051 0.011
O 7.1694 0.4721 3.6810 0.011 0.023 -0.008
C 8.1905 0.1709 1.2583 0.059 0.021 -0.060
H 4.7518 1.0234 2.1296 -0.062 -0.046 0.001
H 6.1163 2.0225 1.5654 0.068 -0.047 0.043
H 5.4719 0.6841 0.5542 -0.070 -0.047 0.008
H 8.4556 1.2279 1.2788 -0.027 0.005 0.034
H 7.9160 -0.1385 0.2499 -0.007 -0.011 0.004
H 9.0282 -0.4269 1.6111 -0.020 -0.014 0.029
```
Positions in Å, forces in eV/Å.

Values from the calculation:
LUMO: 0.015 Ha
E: -2919.4372 Eh

***

[3]
Formula: C19H39N5O5
Source: OMol25
Level of theory: wB97M-V/def2-TZVPD

Geometry as XYZ:
```
68
Properties=species:S:1:pos:R:3:forces:R:3
C 2.4028 -3.2957 1.4147 -0.748 -1.107 -0.583
N 2.4827 -3.7409 0.0219 0.474 0.219 0.058
C 1.3404 -4.4466 -0.5228 -0.452 0.178 0.795
C 3.4321 -3.2754 -0.8046 -0.085 -0.029 -0.374
O 3.4605 -3.4744 -2.0083 0.141 0.103 -0.084
H 3.1176 -2.5179 1.6513 -0.037 0.111 -0.026
H 2.5325 -4.1766 2.0485 0.183 0.191 0.235
H 1.3674 -2.9743 1.5554 0.194 0.443 0.308
H 1.5125 -4.8047 -1.5290 0.148 0.218 -0.107
H 1.0764 -5.2920 0.1181 0.166 -0.032 -0.004
H 0.4888 -3.7559 -0.4681 -0.105 -0.174 -0.364
H 4.1944 -2.6664 -0.2998 0.074 0.016 0.139
C 1.6564 3.1325 2.8614 -0.175 0.536 -0.379
N 1.5433 1.7362 3.2188 0.152 0.944 -0.422
C 0.5045 1.3944 4.1528 0.004 -0.468 0.429
C 2.3930 0.8644 2.6496 0.510 -0.461 -0.190
O 2.5008 -0.3183 2.8975 -0.446 -0.572 0.318
H 0.7740 3.5035 2.3267 -0.197 -0.123 0.269
H 2.4721 3.3252 2.1652 0.181 -0.371 0.151
H 1.8187 3.7515 3.7460 -0.076 -0.033 0.046
H 0.5182 2.0644 5.0154 0.105 0.084 -0.079
H -0.4881 1.4575 3.6999 0.024 -0.061 -0.083
H 0.6790 0.3853 4.5243 -0.085 -0.024 -0.151
H 3.0407 1.2932 1.8785 -0.019 0.483 0.005
C 1.0677 -0.4405 -0.8675 -0.205 0.117 0.444
N -0.2998 -0.7690 -0.4857 0.437 -0.636 -0.183
C -1.0824 -1.2874 -1.5950 -0.076 0.785 -0.513
C -0.7433 -0.6985 0.7750 -0.395 0.362 -0.385
O -1.8815 -0.9891 1.1138 0.094 -0.107 0.291
H 1.5898 0.1476 -0.1144 -0.186 -0.096 0.188
H 0.9914 0.1984 -1.7454 0.348 -0.142 -0.141
H 1.6245 -1.3637 -1.0374 0.107 0.121 -0.326
H -2.1523 -1.1375 -1.4745 0.017 0.076 0.319
H -0.7265 -0.6737 -2.4245 -0.455 -0.170 -0.345
H -0.9210 -2.3202 -1.9076 0.306 -0.132 0.489
H 0.0032 -0.2528 1.4468 0.044 -0.140 0.224
C -2.3086 3.2238 -2.5062 0.663 0.530 -0.486
C -1.4087 2.6890 -1.4212 -0.109 0.334 0.230
C -2.0170 2.4588 -0.0691 -0.589 0.172 0.511
O -0.2589 2.3925 -1.6385 0.397 0.059 -0.144
H -1.7101 3.4740 -3.3855 0.037 -0.578 -0.057
H -2.7533 4.1920 -2.2677 -0.447 -0.350 0.518
H -3.0467 2.4578 -2.7385 -0.267 0.225 -0.069
H -2.3334 1.4114 -0.0492 0.005 0.020 0.185
H -2.8901 3.0802 0.1422 -0.131 -0.105 -0.394
H -1.3525 2.6498 0.7736 0.439 -0.293 -0.303
C -4.9943 -0.1759 1.0576 0.456 -0.094 0.722
C -5.2459 -1.2710 2.0776 -0.998 0.221 -0.321
C -4.5980 -2.6178 1.8886 -0.633 0.068 -1.026
O -6.1538 -1.1323 2.8739 0.583 0.025 0.222
H -5.1394 -0.6121 0.0689 -0.182 0.242 -0.103
H -3.9647 0.1819 1.1040 0.042 -0.185 0.006
H -5.6693 0.6361 1.3159 -0.130 0.019 -0.418
H -5.4688 -3.2747 1.8037 0.238 -0.335 0.609
H -3.9057 -2.8971 2.6737 -0.019 -0.079 0.022
H -4.1600 -2.6771 0.8915 0.604 0.125 0.288
C 2.3251 -1.1042 -4.2845 0.134 0.100 -0.683
C 1.0925 -1.8673 -4.4961 0.261 -0.135 0.370
N 0.1703 -2.5412 -4.6207 0.012 0.246 -0.054
H 2.2804 -0.1398 -4.7913 -0.235 0.041 0.117
H 3.1473 -1.6387 -4.7596 0.010 -0.163 0.198
H 2.5566 -0.9539 -3.2359 -0.121 -0.161 0.079
C 2.4828 4.7094 -1.6119 0.690 -0.898 -0.086
C 2.7737 3.4177 -0.9818 -0.174 0.231 -0.267
N 2.9263 2.4035 -0.4737 0.229 -0.251 0.197
H 3.1581 5.4420 -1.1732 -0.558 0.340 0.226
H 1.4101 4.8424 -1.5004 0.093 0.612 -0.005
H 2.7654 4.6578 -2.6635 -0.269 -0.087 -0.053
```
Positions in Å, forces in eV/Å.

Values from the calculation:
LUMO: 0.008 Ha
E: -1397.3098 Eh
SMILES string: CN(C)C=O.CN(C)C=O.CN(C)C=O.CC(C)=O.CC(C)=O.CC#N.CC#N

***

Q: The highest LUMO belongs to which entry?
A: C19H39N2O7PS3